Entry 1:
Entry from the OMol25 dataset: a structure of composition C17H36F6NO4P2S2Tc (ωB97M-V with the def2-TZVPD basis set).

## Properties
- Maximum force: 0.01883 Eh/bohr
- Energy above the lowest of the compared OMol25 structures with the same formula, charge and spin: 0.0 kJ/mol
- HOMO-LUMO gap (spin up / spin down): 7.3 / 7.7 eV
- HOMO level (spin up / spin down): -19.820 / -19.972 eV

Structure (ORCA input):
```
! wB97M-V def2-TZVPD RIJCOSX def2/J DEFGRID3
* xyz 3 4
Tc 0.380 0.652 -0.450
F 5.679 2.573 0.017
C 4.894 1.602 -0.338
F 5.242 1.070 -1.487
F 4.820 0.668 0.604
S 3.192 2.304 -0.595
O 2.323 1.083 -0.875
O 3.226 3.243 -1.648
N 2.837 2.842 0.867
S 1.381 3.184 1.285
O 1.213 3.448 2.657
O 0.381 2.064 0.834
C 0.789 4.634 0.231
F 1.754 5.497 0.141
F 0.481 4.135 -0.976
F -0.275 5.136 0.802
C -2.819 3.464 -0.041
C -2.446 2.589 -1.240
P -2.076 0.857 -0.810
C -2.568 -0.222 -2.202
C -3.901 0.160 -2.862
C -2.924 0.406 0.728
C -4.442 0.243 0.604
H -2.915 4.497 -0.371
H -2.074 3.437 0.753
H -3.778 3.168 0.381
H -1.589 2.992 -1.787
H -3.269 2.559 -1.957
H -2.603 -1.236 -1.801
H -1.768 -0.196 -2.946
H -4.707 0.268 -2.141
H -4.184 -0.626 -3.561
H -3.817 1.082 -3.433
H -2.664 1.186 1.448
H -2.458 -0.514 1.084
H -4.925 1.133 0.202
H -4.857 0.065 1.595
H -4.710 -0.605 -0.025
C -1.284 -3.349 -0.166
C -0.343 -2.923 0.956
C -1.097 -2.771 2.283
P 0.910 -1.645 0.599
C 1.770 -1.918 -1.002
C 2.172 -3.376 -1.285
C 0.956 -1.387 -2.198
C 1.994 -1.544 2.079
C 3.326 -2.261 1.821
C 2.159 -0.139 2.656
H -1.628 -4.362 0.044
H -0.828 -3.359 -1.153
H -2.169 -2.713 -0.182
H 0.414 -3.722 1.101
H -1.916 -2.059 2.200
H -0.470 -2.489 3.126
H -1.542 -3.737 2.522
H 2.675 -1.311 -0.900
H 1.308 -4.033 -1.380
H 2.834 -3.772 -0.520
H 2.717 -3.402 -2.230
H 0.231 -2.122 -2.545
H 1.624 -1.129 -3.019
H 0.285 -0.480 -2.123
H 1.419 -2.133 2.797
H 3.935 -1.764 1.069
H 3.194 -3.306 1.547
H 3.889 -2.246 2.756
H 2.727 0.501 1.983
H 2.719 -0.224 3.587
H 1.201 0.330 2.889
*
```

Entry 2:
Entry from the OMol25 dataset: a structure of composition C17H36HgNO10S at a distorted geometry (ωB97M-V with the def2-TZVPD basis set).

## Properties
- Maximum force: 0.07037 Eh/bohr
- HOMO-LUMO gap: 6.9 eV
- HOMO level: -4.691 eV

Structure (ORCA input):
```
! wB97M-V def2-TZVPD RIJCOSX def2/J DEFGRID3
* xyz -1 1
Hg 0.279 0.880 0.317
C 0.368 0.278 -4.389
C 1.013 0.896 -3.155
O 0.451 0.611 -2.048
O 1.995 1.635 -3.310
H -0.689 0.544 -4.486
H 0.451 -0.812 -4.374
H 0.841 0.628 -5.308
C 4.575 0.076 1.754
C 3.542 0.537 0.772
O 3.885 1.415 -0.031
O 2.351 0.095 0.924
H 5.211 -0.663 1.250
H 4.076 -0.528 2.518
H 5.188 0.904 2.091
C -0.654 4.952 -0.550
C -0.006 3.717 0.037
O -0.701 2.956 0.783
O 1.127 3.369 -0.338
H -1.582 4.733 -1.083
H 0.045 5.542 -1.131
H -1.100 5.495 0.294
C -0.600 1.779 4.422
C 0.216 0.723 3.644
C 0.743 -0.444 4.439
O -0.606 0.205 2.576
H -0.323 1.932 5.466
H -1.684 1.745 4.318
H -0.337 2.718 3.924
H 1.051 1.184 3.120
H 0.111 -1.324 4.561
H 0.869 -0.075 5.467
H 1.723 -0.760 4.080
H -1.425 -0.225 2.827
C -3.644 -1.221 -1.263
C -2.385 -0.275 -1.481
C -2.811 0.716 -2.533
O -4.018 1.371 -2.211
C -4.238 2.523 -3.014
N -2.105 0.328 -0.164
H -4.371 -0.762 -0.594
H -3.384 -2.235 -0.953
H -4.148 -1.361 -2.226
H -1.648 -0.941 -1.919
H -2.616 0.308 -3.534
H -2.040 1.509 -2.533
H -4.137 2.220 -4.063
H -3.615 3.341 -2.657
H -5.310 2.723 -2.958
H -2.687 1.165 -0.090
H -2.570 -0.257 0.521
C 2.848 -3.819 -0.319
C 2.238 -4.484 0.915
C 1.189 -3.505 1.429
S 0.324 -2.914 -0.092
O 0.045 -1.527 0.090
O -0.731 -3.846 -0.407
C 1.736 -3.273 -1.239
H 3.584 -4.535 -0.694
H 3.487 -2.972 -0.050
H 3.041 -4.637 1.636
H 1.820 -5.446 0.610
H 1.795 -2.715 1.882
H 0.478 -3.781 2.206
H 1.992 -2.345 -1.743
H 1.480 -4.069 -1.933
*
```

Entry 3:
Entry from the OMol25 dataset: a cluster of 7 separate species, C17H36N2O19 in total at a distorted geometry (ωB97M-V with the def2-TZVPD basis set).

## Properties
- Maximum force: 0.12921 Eh/bohr
- HOMO-LUMO gap (spin up / spin down): 1.6 / 6.5 eV
- HOMO level (spin up / spin down): 0.362 / -4.636 eV

Structure (ORCA input):
```
! wB97M-V def2-TZVPD RIJCOSX def2/J DEFGRID3
* xyz -1 2
C -0.402 -6.309 0.574
N -0.367 -5.968 -0.906
O 0.052 -4.906 -1.320
O -0.756 -6.874 -1.545
H 0.171 -5.620 1.194
H -0.172 -7.348 0.806
H -1.458 -6.218 0.830
C -0.278 3.295 -4.514
N -1.241 2.491 -5.259
O -1.936 3.126 -5.998
O -1.036 1.313 -5.297
H 0.000 4.106 -5.187
H 0.375 2.768 -3.819
H -0.985 3.794 -3.851
C -3.552 2.879 3.774
O -3.601 4.263 4.132
C -3.596 4.563 5.437
O -3.679 3.799 6.370
O -3.516 5.899 5.489
C -3.662 6.493 6.751
H -3.224 2.891 2.735
H -4.513 2.365 3.781
H -2.780 2.339 4.322
H -3.239 5.860 7.531
H -4.699 6.670 7.037
H -3.250 7.488 6.583
C 0.205 -1.606 -1.164
O 0.286 -0.714 -0.080
C 0.322 0.615 -0.379
O 0.170 1.064 -1.551
O -0.018 1.303 0.723
C -0.141 2.730 0.709
H -0.192 -2.572 -0.853
H 1.126 -1.693 -1.741
H -0.345 -1.280 -2.047
H -0.533 3.119 -0.230
H 0.885 3.064 0.869
H -0.688 3.051 1.595
C -3.853 -4.816 -1.786
O -2.868 -4.555 -2.792
C -2.507 -3.271 -2.990
O -3.036 -2.290 -2.476
O -1.650 -3.259 -4.040
C -1.236 -2.147 -4.697
H -3.589 -4.328 -0.848
H -3.983 -5.892 -1.668
H -4.854 -4.471 -2.044
H -2.011 -1.540 -5.166
H -0.654 -2.353 -5.595
H -0.603 -1.526 -4.063
C 3.344 1.979 -2.693
O 4.585 2.532 -2.373
C 4.955 3.699 -2.898
O 4.454 4.262 -3.856
O 5.972 4.205 -2.119
C 6.516 5.405 -2.545
H 3.283 0.894 -2.606
H 2.932 2.319 -3.643
H 2.660 2.334 -1.923
H 5.878 6.179 -2.118
H 6.456 5.427 -3.633
H 7.537 5.298 -2.177
C 0.324 -2.435 2.499
O 1.664 -2.968 2.869
C 1.822 -3.882 3.713
O 0.972 -4.692 4.094
O 3.108 -3.925 4.044
C 3.543 -4.742 5.070
H 0.323 -1.419 2.104
H -0.388 -2.436 3.325
H -0.021 -3.050 1.668
H 3.518 -5.763 4.690
H 3.087 -4.584 6.048
H 4.585 -4.429 5.128
*
```

Entry 4:
Entry from the OMol25 dataset: a structure of composition C17H36N4O5RuS3Sb at a distorted geometry (ωB97M-V with the def2-TZVPD basis set).

## Properties
- Maximum force: 0.04677 Eh/bohr
- Energy above the lowest of the compared OMol25 structures with the same formula, charge and spin: 106.3 kJ/mol
- HOMO-LUMO gap (spin up / spin down): 7.7 / 6.7 eV
- HOMO level (spin up / spin down): -12.926 / -13.189 eV

Structure (ORCA input):
```
! wB97M-V def2-TZVPD RIJCOSX def2/J DEFGRID3
* xyz 2 2
Ru 0.150 -0.776 -0.843
O 1.071 -5.231 -0.947
C 0.816 -3.971 -0.660
O 1.111 -3.026 -1.363
C 0.084 -3.814 0.654
O 0.244 -2.499 1.143
C 1.354 -2.349 2.029
C 1.814 -0.913 1.855
O 1.895 -0.081 2.848
O 2.076 -0.536 0.724
H 1.503 -5.312 -1.813
H -0.979 -3.971 0.468
H 0.425 -4.566 1.365
H 1.055 -2.593 3.043
H 2.185 -2.991 1.728
N 2.209 -0.536 -2.057
N 2.216 0.393 -3.091
C 1.063 0.831 -3.601
N 1.129 1.690 -4.613
S -0.445 0.339 -3.001
H 2.865 -0.270 -1.330
H 2.432 -1.465 -2.400
H 3.096 0.647 -3.515
H 1.999 1.977 -5.033
H 0.274 2.029 -5.020
C 1.148 4.214 1.320
C 1.351 2.901 0.570
C 1.783 3.120 -0.881
Sb -0.398 1.591 0.606
C 1.617 -0.434 4.255
C 1.340 0.880 4.944
C 2.807 -1.170 4.831
C -2.221 2.749 0.257
C -2.221 4.073 1.011
C -2.460 2.922 -1.243
H 2.112 4.714 1.453
H 0.717 4.064 2.312
H 0.502 4.894 0.766
H 2.083 2.278 1.086
H 1.070 3.755 -1.414
H 1.860 2.175 -1.418
H 2.761 3.614 -0.919
H 0.721 -1.053 4.284
H 2.202 1.541 4.848
H 1.154 0.701 6.004
H 0.466 1.368 4.516
H 3.660 -0.498 4.924
H 3.101 -2.017 4.206
H 2.558 -1.547 5.823
H -2.968 2.075 0.681
H -1.535 4.788 0.561
H -1.958 3.956 2.065
H -3.222 4.511 0.971
H -1.703 3.570 -1.691
H -3.434 3.394 -1.411
H -2.457 1.969 -1.772
S -2.253 -1.207 -0.404
C -2.926 -2.150 -1.624
N -4.209 -2.448 -1.666
C -4.653 -3.404 -2.685
C -3.578 -3.388 -3.770
S -2.043 -2.857 -2.934
H -4.831 -2.130 -0.936
H -5.616 -3.096 -3.085
H -4.757 -4.394 -2.243
H -3.791 -2.663 -4.552
H -3.424 -4.366 -4.215
*
```